# 1
{
  "formula": "C4H6N4O2S",
  "method": "the ωB97M-V functional and the def2-TZVPD basis",
  "symbols": ["C", "C", "C", "C", "N", "N", "N", "N", "O", "O", "S", "H", "H", "H", "H", "H", "H"],
  "positions_angstrom": [[-1.429, -0.097, -2.177], [-0.083, 0.247, -2.083], [-1.641, -0.731, -0.937], [-0.335, -1.001, 1.030], [0.492, -0.056, -0.941], [-0.504, -0.627, -0.232], [-1.018, -1.512, 1.886], [1.634, -0.363, 1.757], [0.158, 1.624, 1.637], [2.207, 1.920, 0.412], [1.559, 1.329, 1.842], [-2.364, -0.023, -2.856], [0.360, 0.974, -2.803], [-2.430, -1.232, -0.353], [-0.613, -1.583, 2.843], [1.516, 1.542, -0.251], [2.492, -0.413, 1.226]],
  "forces_ev_per_a": [[-3.53, -2.09, 1.65], [0.54, 2.31, -1.72], [-1.11, 0.18, -0.33], [3.12, 0.75, 2.50], [-0.05, 0.57, -0.53], [1.09, -0.02, -1.35], [0.32, -0.24, 0.93], [-2.24, 0.95, -0.30], [-1.67, 0.30, 0.70], [-1.31, -1.63, -0.27], [0.58, -0.21, -0.92], [2.51, 0.23, 0.69], [0.28, -1.20, 0.69], [-0.03, 0.49, -1.03], [-0.40, 0.07, -1.02], [1.51, 0.71, 1.04], [0.38, -1.17, -0.72]],
  "lowdin_charge": [-0.031, -0.155, -0.032, -0.198, 0.078, -0.134, 0.210, -0.207, -0.497, -0.361, 0.778, 0.139, 0.133, 0.139, 0.116, 0.041, -0.015],
  "orbital_gap_ev": [8.71, 8.72],
  "lumo_energy_ev": [-0.411, -0.411],
  "homo_energy_ha": [-0.335, -0.335]
}


# 2
{
  "formula": "C27H31ClNdPSi",
  "method": "the ωB97M-V functional and the def2-TZVPD basis",
  "symbols": ["C", "C", "C", "H", "C", "C", "H", "H", "H", "H", "Nd", "Cl", "P", "C", "C", "H", "C", "H", "C", "H", "C", "H", "C", "H", "C", "C", "H", "C", "H", "C", "H", "C", "H", "C", "H", "C", "C", "H", "C", "H", "C", "H", "C", "H", "C", "H", "C", "Si", "C", "C", "C", "H", "H", "H", "H", "H", "H", "H", "H", "H", "H", "H"],
  "positions_angstrom": [[0.612, -2.152, 1.093], [1.604, -1.136, 1.115], [1.142, -0.074, 1.941], [2.583, -1.209, 0.649], [-0.136, -0.435, 2.465], [-0.478, -1.722, 1.932], [-1.360, -2.320, 2.179], [0.672, -3.114, 0.585], [1.702, 0.823, 2.194], [-0.760, 0.153, 3.145], [-0.747, -0.015, -0.024], [-2.669, 1.661, 0.386], [1.239, 1.936, -1.108], [1.700, 3.173, 0.148], [2.983, 3.744, 0.212], [3.764, 3.411, -0.468], [3.251, 4.750, 1.146], [4.248, 5.203, 1.176], [2.258, 5.179, 2.030], [2.468, 5.968, 2.749], [0.988, 4.580, 2.002], [0.215, 4.894, 2.706], [0.708, 3.582, 1.072], [-0.289, 3.134, 1.049], [2.754, 1.270, -1.850], [3.758, 0.729, -1.018], [3.655, 0.775, 0.066], [4.889, 0.141, -1.582], [5.649, -0.295, -0.931], [5.049, 0.109, -2.973], [5.941, -0.337, -3.410], [4.048, 0.626, -3.801], [4.159, 0.588, -4.886], [2.896, 1.187, -3.249], [2.113, 1.577, -3.896], [0.369, 2.860, -2.422], [0.680, 4.204, -2.681], [1.416, 4.717, -2.063], [0.047, 4.872, -3.732], [0.319, 5.908, -3.950], [-0.924, 4.224, -4.496], [-1.416, 4.751, -5.311], [-1.276, 2.899, -4.206], [-2.053, 2.397, -4.783], [-0.630, 2.212, -3.181], [-0.891, 1.168, -2.977], [-3.876, -1.766, 0.117], [-2.814, -2.614, -1.206], [-2.079, -4.133, -0.363], [-3.957, -3.204, -2.590], [-1.564, -1.439, -1.892], [-4.644, -2.486, 0.443], [-4.386, -0.884, -0.292], [-3.325, -1.448, 1.018], [-2.874, -4.830, -0.061], [-1.410, -4.671, -1.046], [-1.505, -3.879, 0.539], [-4.456, -2.343, -3.055], [-3.373, -3.712, -3.370], [-4.731, -3.897, -2.244], [-2.084, -0.774, -2.628], [-0.828, -2.007, -2.498]],
  "forces_ev_per_a": [[-0.36, 0.41, 0.66], [-0.58, -0.24, 0.16], [-0.30, -0.43, 0.34], [-0.33, 0.11, -0.04], [0.33, -0.63, 0.12], [0.90, 0.04, 0.14], [0.32, 0.37, -0.14], [0.00, 0.40, 0.09], [-0.18, -0.11, -0.11], [0.33, -0.21, -0.31], [-0.32, -0.14, -0.94], [-0.05, 0.29, 0.07], [-0.56, -0.16, 0.16], [0.24, 0.44, 0.32], [-0.49, 0.14, 0.21], [-0.14, 0.09, 0.07], [0.00, 0.00, 0.05], [-0.42, -0.18, 0.01], [-0.19, -0.37, -0.21], [-0.01, -0.15, -0.13], [0.29, 0.09, -0.07], [0.27, -0.09, -0.25], [0.39, -0.08, -0.36], [0.23, 0.11, -0.05], [0.58, -0.09, -0.31], [-0.13, 0.09, -0.48], [-0.01, 0.00, -0.23], [-0.09, 0.10, -0.16], [-0.18, 0.17, -0.21], [-0.33, 0.04, 0.13], [-0.20, 0.10, 0.10], [0.10, -0.11, 0.17], [-0.01, 0.00, 0.32], [0.19, 0.06, 0.54], [0.17, -0.04, 0.10], [-0.03, 0.30, -0.24], [-0.27, -0.32, -0.32], [-0.12, -0.09, -0.18], [0.09, 0.02, 0.14], [-0.14, -0.34, 0.07], [0.01, -0.34, 0.23], [0.08, -0.10, 0.17], [0.16, 0.21, -0.01], [0.19, 0.14, 0.12], [0.41, 0.26, 0.22], [0.07, 0.33, -0.07], [-0.15, -0.07, -0.10], [-0.27, 0.01, -0.15], [0.17, -0.12, 0.01], [-0.07, -0.06, 0.04], [0.37, 0.10, -0.37], [0.17, 0.23, 0.00], [0.09, -0.15, 0.16], [-0.15, -0.07, -0.24], [0.13, 0.17, -0.09], [-0.05, 0.03, 0.11], [-0.15, -0.07, -0.25], [0.08, -0.14, 0.06], [-0.10, 0.11, 0.15], [0.04, 0.05, -0.03], [0.12, -0.28, 0.48], [-0.15, 0.14, 0.28]],
  "lowdin_charge": [-0.201, -0.202, -0.242, 0.088, -0.259, -0.259, 0.099, 0.099, 0.096, 0.106, 1.291, -0.208, 1.007, -0.376, -0.089, 0.103, -0.078, 0.108, -0.076, 0.104, -0.069, 0.112, -0.097, 0.053, -0.356, -0.118, 0.101, -0.075, 0.109, -0.079, 0.104, -0.076, 0.108, -0.072, 0.102, -0.373, -0.071, 0.106, -0.075, 0.108, -0.074, 0.105, -0.067, 0.110, -0.101, 0.069, -0.221, 0.335, -0.185, -0.198, -0.467, 0.035, 0.017, -0.005, 0.034, 0.032, -0.003, 0.027, 0.028, 0.022, -0.025, -0.020],
  "orbital_gap_ev": [7.98, 7.97],
  "spin_multiplicity": 4,
  "s_squared": 3.75,
  "lumo_energy_ev": [0.202, 0.238],
  "homo_energy_ha": [-0.286, -0.284]
}


# 3
{
  "formula": "C27H76N6O11",
  "method": "the ωB97M-V functional and the def2-TZVPD basis",
  "symbols": ["C", "O", "N", "N", "H", "H", "H", "H", "C", "O", "N", "N", "H", "H", "H", "H", "C", "O", "N", "N", "H", "H", "H", "H", "C", "C", "C", "O", "H", "H", "H", "H", "H", "H", "H", "H", "C", "C", "C", "O", "H", "H", "H", "H", "H", "H", "H", "H", "C", "C", "C", "O", "H", "H", "H", "H", "H", "H", "H", "H", "C", "C", "C", "O", "H", "H", "H", "H", "H", "H", "H", "H", "C", "C", "C", "O", "H", "H", "H", "H", "H", "H", "H", "H", "C", "C", "C", "O", "H", "H", "H", "H", "H", "H", "H", "H", "C", "C", "C", "O", "H", "H", "H", "H", "H", "H", "H", "H", "C", "C", "C", "O", "H", "H", "H", "H", "H", "H", "H", "H"],
  "positions_angstrom": [[3.299, 4.140, 4.014], [3.516, 5.316, 4.244], [3.478, 3.177, 4.809], [2.789, 3.690, 2.856], [2.962, 2.309, 4.790], [3.787, 3.435, 5.735], [2.773, 4.451, 2.192], [2.830, 2.744, 2.504], [-3.568, 9.043, -13.108], [-2.690, 9.164, -12.313], [-3.497, 9.265, -14.399], [-4.761, 8.556, -12.841], [-4.431, 9.331, -14.776], [-2.752, 9.853, -14.744], [-4.793, 8.038, -11.975], [-5.349, 8.272, -13.611], [7.770, 7.828, -9.600], [7.406, 7.354, -10.709], [9.013, 8.073, -9.338], [6.996, 8.260, -8.632], [9.152, 8.272, -8.358], [9.783, 7.956, -9.981], [5.990, 8.167, -8.635], [7.388, 8.888, -7.945], [5.867, 13.790, 3.493], [5.182, 12.427, 3.680], [4.291, 12.142, 2.539], [6.090, 11.376, 3.814], [6.391, 13.882, 2.542], [6.526, 13.968, 4.343], [5.115, 14.577, 3.556], [4.701, 12.652, 4.632], [4.682, 11.432, 1.810], [3.993, 12.961, 1.884], [3.317, 11.873, 2.949], [5.532, 10.595, 3.839], [-4.364, 7.961, 3.673], [-5.056, 9.211, 3.268], [-4.359, 9.896, 2.114], [-6.308, 8.976, 2.741], [-4.398, 7.105, 2.999], [-4.675, 7.703, 4.685], [-3.286, 8.056, 3.806], [-5.231, 9.953, 4.048], [-4.838, 10.848, 1.888], [-4.374, 9.334, 1.180], [-3.329, 10.215, 2.270], [-6.703, 8.199, 3.143], [2.711, 13.244, -13.073], [3.986, 14.077, -12.857], [4.808, 14.274, -14.122], [3.503, 15.337, -12.398], [1.990, 13.511, -12.299], [2.891, 12.170, -13.106], [2.238, 13.600, -13.988], [4.533, 13.646, -12.018], [5.416, 15.179, -14.131], [4.318, 14.568, -15.050], [5.377, 13.350, -14.216], [3.869, 16.064, -12.906], [-1.209, -2.205, 0.666], [-0.237, -1.437, -0.343], [-0.731, -0.164, -1.061], [0.996, -1.243, 0.290], [-1.414, -1.540, 1.506], [-0.835, -3.192, 0.938], [-2.209, -2.364, 0.263], [-0.013, -2.168, -1.120], [-1.617, -0.473, -1.616], [0.079, 0.290, -1.631], [-0.980, 0.609, -0.335], [1.157, -2.080, 0.731], [2.570, 15.357, -4.940], [1.194, 16.123, -4.883], [0.660, 16.642, -3.634], [1.279, 17.045, -5.906], [2.640, 14.515, -4.252], [3.393, 15.967, -4.567], [2.965, 14.933, -5.863], [0.418, 15.415, -5.176], [1.504, 17.240, -3.288], [0.327, 15.844, -2.970], [-0.218, 17.271, -3.786], [1.794, 16.536, -6.536], [1.738, 2.827, -16.441], [2.630, 3.896, -15.791], [1.708, 5.148, -15.818], [3.033, 3.572, -14.410], [1.534, 3.103, -17.475], [0.853, 2.613, -15.842], [2.380, 1.950, -16.532], [3.526, 4.107, -16.376], [1.727, 5.568, -16.824], [2.028, 5.902, -15.098], [0.663, 4.968, -15.563], [3.391, 4.343, -13.963], [-1.734, 7.302, -6.109], [-0.448, 8.202, -6.081], [0.259, 7.900, -4.751], [0.441, 7.835, -7.086], [-1.410, 6.331, -6.484], [-2.470, 7.651, -6.833], [-2.166, 7.332, -5.109], [-0.822, 9.225, -6.046], [1.184, 8.464, -4.633], [0.500, 6.856, -4.551], [-0.395, 8.152, -3.916], [0.056, 8.146, -7.909], [-11.050, 5.967, -9.807], [-11.798, 6.216, -11.103], [-11.319, 5.306, -12.378], [-13.177, 6.267, -10.830], [-9.962, 5.987, -9.866], [-11.177, 4.948, -9.442], [-11.361, 6.625, -8.996], [-11.527, 7.225, -11.414], [-10.953, 4.376, -11.942], [-10.541, 5.829, -12.935], [-12.076, 5.225, -13.158], [-13.406, 5.901, -9.972]],
  "forces_ev_per_a": [[-0.96, 2.87, -2.85], [0.29, 0.48, 0.01], [1.52, -4.56, 6.07], [-0.96, 1.15, -2.70], [0.13, 0.29, -0.39], [0.01, -0.08, -0.06], [-0.26, -0.47, -0.38], [0.22, 0.31, 0.28], [0.78, -0.46, 0.35], [1.83, 0.48, 1.70], [0.54, 1.22, -3.45], [-3.12, -1.48, 2.03], [0.73, 0.51, -0.94], [-0.32, -0.04, -0.08], [-0.44, 0.06, -0.19], [0.00, -0.29, 0.60], [-1.97, -1.51, -5.60], [0.04, 0.52, 2.16], [4.01, 0.69, 1.60], [-2.67, 0.78, 2.52], [1.07, -0.01, -0.44], [-0.48, -0.18, 0.21], [0.37, -0.11, -0.31], [-0.38, -0.18, -0.15], [0.48, -0.33, 0.20], [1.03, 2.48, 0.02], [-2.36, 0.14, -0.99], [0.68, -0.31, 0.42], [0.16, -0.03, 0.06], [0.35, -0.01, -0.18], [-0.17, -0.10, -0.19], [-0.81, -0.83, 0.12], [0.06, -0.42, 0.51], [0.44, 0.68, 0.30], [-0.13, -0.86, -0.33], [0.27, -0.40, 0.07], [1.19, -0.68, 1.56], [0.98, 1.03, -1.42], [0.79, 1.35, -0.60], [-2.28, -0.91, -0.65], [-0.78, 0.18, -0.20], [-0.36, -0.58, -0.06], [0.15, 0.65, -0.07], [0.76, -0.20, 0.65], [-0.43, -0.05, 0.00], [-0.14, -0.38, 0.22], [0.21, -0.41, 0.46], [-0.09, -0.01, 0.11], [0.20, 0.47, -0.23], [-1.43, 0.82, -0.45], [0.45, -0.11, 0.08], [-0.29, 0.63, 0.41], [0.22, -0.33, 0.29], [-0.07, 0.04, -0.04], [0.05, -0.28, -0.24], [0.54, -0.09, -0.27], [0.95, -0.29, 1.09], [-1.14, -1.03, 0.04], [0.39, 0.33, -0.66], [0.14, -0.15, -0.01], [-0.24, 1.74, -1.13], [-0.97, -1.53, -0.32], [0.23, -0.64, 1.59], [0.52, 0.65, 0.71], [0.43, -0.26, 0.43], [0.29, 0.24, 0.19], [0.05, -0.09, -0.49], [-0.37, -0.13, -0.52], [0.18, 0.46, -0.33], [-0.17, -0.44, -0.47], [-0.37, -0.05, 0.15], [0.43, 0.07, 0.19], [0.19, -0.13, 2.29], [0.16, -3.70, -2.12], [0.82, 1.19, 1.16], [0.09, 1.48, -0.79], [-0.51, -0.23, 0.16], [-0.09, 0.62, -0.06], [-0.86, 0.32, -0.59], [-0.03, -0.75, -0.43], [-0.41, 0.33, 1.20], [0.53, 0.05, 0.17], [0.18, 0.12, -0.30], [-0.08, 0.70, -0.67], [2.14, -0.75, 0.44], [-1.78, 1.40, 1.16], [0.75, 0.33, 0.34], [-0.77, -0.73, -1.50], [-0.36, 0.27, 0.20], [0.07, 0.08, -0.19], [-0.39, -0.55, 0.11], [0.03, -0.20, -0.09], [0.01, 0.17, 0.02], [0.28, 0.23, -0.15], [0.07, -0.50, 0.00], [-0.03, 0.25, -0.32], [0.84, 0.77, -0.63], [-1.25, -1.95, 2.21], [-0.05, 0.44, 0.45], [0.17, 0.71, -0.83], [-0.15, -0.29, 0.62], [-0.07, 0.24, 0.02], [-0.17, -0.48, -0.17], [0.61, 0.44, -0.51], [0.00, 0.10, -0.12], [-0.03, -0.21, -0.68], [-0.06, 0.35, 0.00], [0.17, -0.11, -0.39], [0.68, -1.05, 0.25], [1.22, 0.37, -1.10], [-0.69, 1.16, 1.83], [-0.72, -0.28, -0.71], [0.07, 0.56, -0.41], [-0.56, -0.29, -0.03], [-0.06, 0.23, -0.22], [-0.13, 0.24, -0.04], [-0.13, -0.28, -0.66], [0.47, 0.01, 0.55], [-0.46, -0.48, 0.56], [0.32, -0.19, -0.02]],
  "lowdin_charge": [-0.801, 0.036, 0.162, 0.143, 0.122, 0.126, 0.107, 0.105, -0.806, 0.066, 0.153, 0.143, 0.101, 0.121, 0.118, 0.103, -0.746, -0.018, 0.152, 0.152, 0.106, 0.127, 0.121, 0.106, -0.062, -0.539, -0.073, -0.030, 0.081, 0.076, 0.079, 0.130, 0.091, 0.077, 0.081, 0.091, -0.065, -0.539, -0.070, -0.045, 0.091, 0.079, 0.080, 0.138, 0.076, 0.085, 0.077, 0.092, -0.057, -0.476, -0.065, -0.070, 0.075, 0.077, 0.075, 0.129, 0.072, 0.080, 0.085, 0.075, -0.043, -0.492, -0.044, -0.057, 0.073, 0.070, 0.066, 0.118, 0.079, 0.078, 0.073, 0.080, -0.046, -0.555, -0.060, -0.031, 0.070, 0.075, 0.074, 0.123, 0.090, 0.091, 0.091, 0.079, -0.073, -0.433, -0.081, -0.067, 0.081, 0.085, 0.072, 0.127, 0.074, 0.068, 0.073, 0.074, -0.058, -0.500, -0.075, -0.034, 0.079, 0.065, 0.070, 0.131, 0.074, 0.081, 0.071, 0.096, -0.081, -0.462, -0.025, -0.048, 0.078, 0.076, 0.081, 0.116, 0.061, 0.058, 0.065, 0.082],
  "orbital_gap_ev": 9.95,
  "smiles": "NC(N)=O.NC(N)=O.NC(N)=O.CC(C)O.CC(C)O.CC(C)O.CC(C)O.CC(C)O.CC(C)O.CC(C)O.CC(C)O",
  "lumo_energy_ev": 0.452,
  "homo_energy_ha": -0.349
}